# 1
Molecular formula: C26H20BBrN11OSSeW
Method: DFT, ωB97M-V with the def2-TZVPD basis set

Last column: Mulliken charge in e.
Atoms and positions in Å:
W 0.06915 -0.46040 0.21217  1.46
C 1.93890 -1.38152 -3.78215  -1.23
C 1.95982 -1.31400 -2.39457  -0.32
N 0.73132 -1.07387 -1.91027  0.13
N -0.08042 -0.98873 -2.99125  0.03
C 0.61519 -1.17464 -4.11666  -0.16
B -1.59753 -0.83792 -2.85193  -0.20
N -2.02517 -1.92910 -1.87502  -0.20
C -3.02094 -2.80573 -2.02110  -0.14
C -3.21127 -3.45431 -0.81717  -1.32
C -2.26957 -2.88709 0.02908  -0.25
N -1.54183 -1.96198 -0.61126  0.58
N -1.93239 0.51228 -2.20537  -0.15
C -2.73919 1.49563 -2.62397  -0.19
C -2.81466 2.45228 -1.62785  -1.37
C -2.01168 1.95241 -0.60748  -0.37
N -1.48370 0.78362 -0.96720  0.42
H 2.76887 -1.56870 -4.43995  0.49
H 2.80199 -1.41854 -1.73709  0.47
H 0.12022 -1.16535 -5.07375  0.49
H -2.13424 -0.95500 -3.91469  -0.10
H -3.52737 -2.90612 -2.96646  0.47
H -3.92951 -4.21792 -0.57846  0.46
H -2.13140 -3.09966 1.07170  0.55
H -3.21417 1.44577 -3.58958  0.49
H -3.38367 3.36479 -1.62970  0.47
H -1.81156 2.37107 0.36516  0.60
S 2.44327 6.72327 2.14829  0.17
N 2.25402 6.04844 0.69852  -0.68
C 1.86791 4.80108 0.90776  0.78
C 1.59557 3.81940 -0.12920  0.38
C 1.75922 4.07975 -1.48455  -0.72
C 1.47970 3.06816 -2.37674  -1.29
C 1.04501 1.84133 -1.89603  -0.17
N 0.89305 1.57427 -0.59865  0.61
C 1.16334 2.55559 0.27723  -0.31
C 1.01159 2.22824 1.68855  -0.26
N 0.61441 0.98024 1.96807  0.43
C 0.60591 0.58670 3.23874  0.14
C 0.94065 1.42554 4.29085  -1.04
C 1.29019 2.73016 4.01962  -0.63
C 1.33728 3.14118 2.69344  0.27
C 1.74515 4.47339 2.27968  0.82
N 2.04717 5.47527 3.08702  -0.69
H 2.09614 5.05595 -1.80657  0.57
H 1.58665 3.21445 -3.44173  0.52
H 0.79521 1.05856 -2.58897  0.26
H 0.30402 -0.43292 3.41847  0.08
H 0.91516 1.04813 5.30245  0.48
H 1.54635 3.43107 4.80306  0.56
O 0.03133 -5.89286 3.56969  -0.52
C 0.07316 -4.77387 2.84267  0.98
C 0.59969 -4.71573 1.54120  -0.49
C 0.60765 -3.52590 0.86752  -0.65
N 0.11025 -2.38610 1.40766  0.26
C -0.36085 -2.49551 2.61601  0.10
Br -2.03909 -0.22666 1.84704  -0.19
C -0.43498 -3.60600 3.40783  -1.07
H 0.41318 -6.64008 3.09388  0.31
H 0.99819 -5.60276 1.06604  0.35
H 1.00951 -3.44451 -0.13282  0.37
H -0.85053 -3.59574 4.40545  0.53
Se 2.36034 -0.79884 0.62329  -0.32

Cartesian forces (eV/Å) of the 2 atoms listed first:
W -0.422 0.095 -0.158
C -0.027 -0.005 0.072

Output
HOMO level (spin up / spin down) in eV: -10.19 / -10.43
HOMO-LUMO gap (spin up / spin down) in eV: 6.89 / 6.71
Energy relative to the best compared isomer or geometry (same formula, charge and spin) in kJ/mol: 184.9
Energy in eV: -194448.6047
Total charge: +1
Multiplicity: 3
Molecular weight in g/mol: 888.11

---

# 2
Molecular formula: C26H20BrILiN3O4S
Method: DFT, ωB97M-V with the def2-TZVPD basis set

Last column: Mulliken charge in e.
Atoms and positions in Å:
Li -0.52697 -0.26789 -0.21831  0.25
C 1.04065 2.57628 2.91035  -1.18
C 1.27758 1.12800 3.21292  0.52
N 1.90555 0.79661 4.30806  -0.75
C 2.13243 -0.52227 4.56187  -0.92
C 1.70780 -1.53042 3.74303  0.78
C 2.03427 -2.94723 4.12220  -0.85
O 3.14805 -3.48451 3.39111  -0.57
C 0.97652 -1.21491 2.56407  0.16
C 0.49219 -2.29364 1.73817  -0.26
N -0.47480 -2.29071 0.88615  -0.24
C -0.85648 -3.54816 0.37494  0.39
C -0.67644 -4.73576 1.11111  -0.29
C -1.03378 -5.97993 0.62605  -0.78
C -1.62292 -6.09367 -0.62495  -0.49
C -1.87892 -4.93748 -1.34397  -0.65
C -1.52657 -3.68479 -0.85118  0.14
I -2.12148 -2.03827 -1.98828  0.19
C 0.78215 0.16230 2.23349  0.36
O 0.26139 0.56940 1.17356  -0.24
H 1.22273 3.16918 3.80573  0.42
H 0.02361 2.72935 2.54350  0.32
H 1.71696 2.91429 2.11973  0.21
H 2.66152 -0.74899 5.48205  0.30
H 1.16459 -3.59671 3.98586  0.22
H 2.31508 -2.99045 5.17446  0.37
H 3.17687 -3.03252 2.54019  0.44
H 1.01566 -3.24075 1.89715  0.48
H -0.26914 -4.67291 2.11143  0.32
H -0.86634 -6.85834 1.23862  0.35
H -1.90961 -7.05990 -1.02289  0.35
H -2.37413 -4.99847 -2.30416  0.34
O 2.46256 0.79766 -2.12271  -0.82
C 1.27334 0.57129 -1.85770  -0.15
O 0.74762 -0.51611 -1.49312  -0.66
C 0.32032 1.81753 -2.00238  2.14
C 0.48414 2.46480 -3.39357  -0.48
C -1.04351 4.57091 -3.32679  -0.94
C -2.15601 4.32149 -2.61153  -0.24
C -2.49510 3.44183 -1.49978  -0.76
C -2.06999 2.19180 -1.12628  0.11
S -2.69584 1.35257 0.23959  -0.40
H 1.47937 2.24261 -3.77015  0.67
H -1.13764 5.30020 -4.12667  0.30
H -3.00117 4.94894 -2.90116  0.32
H -3.30167 3.82193 -0.88250  0.36
Br 1.13370 5.73666 -0.87045  -0.29
C 0.74637 4.06086 -1.67789  -0.41
C 0.34192 4.00171 -3.13142  0.34
C -0.64466 1.83323 -4.16814  -1.25
C -1.53075 1.34796 -3.30465  -0.72
N -1.12996 1.43189 -1.95213  0.59
C 0.68280 2.91247 -1.03421  -1.01
H 1.04030 4.57445 -3.74576  0.63
H -0.74214 1.84479 -5.24492  0.31
H -2.50567 0.92558 -3.51830  0.56
H 0.82368 2.72623 0.02056  0.12

Cartesian forces (eV/Å) of the 2 atoms listed first:
Li -0.658 -0.067 0.100
C -0.009 -0.021 0.043

Output
HOMO level in eV: -0.96
HOMO-LUMO gap in eV: 5.03
Energy relative to the best compared isomer or geometry (same formula, charge and spin) in kJ/mol: 225.4
Energy in eV: -129132.4239
Total charge: -2
Molecular weight in g/mol: 684.28

---

# 3
Molecular formula: C26H20F2O2S
Method: DFT, ωB97M-V with the def2-TZVPD basis set

Last column: Mulliken charge in e.
Atoms and positions in Å:
F 4.48091 1.75518 -2.99642  -0.38
C 3.27342 1.15263 -2.96414  0.27
C 2.14573 1.81219 -3.43069  -0.55
C 0.91266 1.22082 -3.34200  -0.90
C 0.74601 -0.07003 -2.79063  1.24
C -0.56965 -0.60190 -2.76081  -0.94
C -1.11776 -1.83211 -2.31211  1.14
C -2.50651 -2.02730 -2.48939  -0.80
C -3.12379 -3.19100 -2.11405  -0.51
C -2.39089 -4.21898 -1.53903  0.35
F -3.00122 -5.36239 -1.16216  -0.33
C -1.02751 -4.05492 -1.34598  -0.94
C -0.40268 -2.89148 -1.71374  -0.19
C 1.91431 -0.71925 -2.33843  -0.11
C 3.14272 -0.11912 -2.42734  -0.69
H 2.25887 2.78944 -3.86636  0.45
H 0.04543 1.74816 -3.70044  0.39
H -1.30540 0.06129 -3.18573  0.18
H -3.08896 -1.23829 -2.93345  0.38
H -4.18028 -3.32954 -2.26331  0.45
H -0.47549 -4.86937 -0.90872  0.45
H 0.64641 -2.80379 -1.52675  0.45
H 1.86566 -1.70496 -1.92647  0.34
H 4.03382 -0.62170 -2.09159  0.47
C 4.52522 1.96970 1.95389  -0.55
C 3.84873 2.14832 3.14277  -0.64
C 2.47062 2.21632 3.14387  -0.29
C 1.77615 2.09881 1.96582  -0.41
S -0.00738 2.22443 1.98512  1.24
C -0.52251 0.52329 2.18598  -0.73
C -1.86004 0.23463 2.26627  1.17
C -2.31118 -1.10825 2.41978  -0.64
C -3.64657 -1.38653 2.53299  -0.55
C -4.58356 -0.36576 2.49423  -0.38
C -4.18295 0.94964 2.32511  -0.82
C -2.85593 1.25432 2.20926  -0.46
O -0.44899 2.95365 3.23538  -0.64
O -0.46151 2.63466 0.60182  -0.59
C 2.44755 1.91555 0.78083  -0.02
C 3.82556 1.85062 0.77050  -0.29
H 5.60051 1.91845 1.95107  0.40
H 4.39098 2.24611 4.06865  0.38
H 1.92347 2.39215 4.05404  0.45
H 0.22221 -0.24405 2.24118  0.44
H -1.59021 -1.90683 2.44576  0.39
H -3.97890 -2.40318 2.66485  0.40
H -5.63030 -0.58865 2.59529  0.39
H -4.92009 1.73420 2.30163  0.38
H -2.54196 2.27735 2.09182  0.40
H 1.88656 1.85279 -0.13508  0.48
H 4.34873 1.72468 -0.16311  0.30

Cartesian forces (eV/Å) of the 2 atoms listed first:
F -0.443 -0.264 -0.081
C -0.478 -0.185 0.195

Output
HOMO level in eV: -5.47
HOMO-LUMO gap in eV: 2.49
Energy relative to the best compared isomer or geometry (same formula, charge and spin) in kJ/mol: 367.4
Energy in eV: -47646.7251
Molecular weight in g/mol: 434.51

---

# 4
Molecular formula: C26H21BCl2F2NORe
Method: DFT, ωB97M-V with the def2-TZVPD basis set

Last column: Mulliken charge in e.
Atoms and positions in Å:
Re -0.05607 0.22281 -0.47199  0.67
C 2.08789 2.17202 0.86775  -1.91
C 0.90008 1.47318 1.48785  1.06
C 0.88315 0.06024 1.57948  -0.94
C -0.17551 -0.58035 2.29465  0.81
C -0.21051 -2.08201 2.39127  -1.70
C -1.11847 0.19967 2.92408  -0.84
C -1.01791 1.60983 2.96672  0.81
C -1.97786 2.41223 3.80517  -1.58
C -0.02670 2.22102 2.24490  -0.68
H 2.76739 2.51087 1.65472  0.43
H 1.78433 3.05094 0.29828  0.40
H 2.65076 1.51361 0.20427  0.32
H 1.78948 -0.49537 1.36490  0.92
H -0.63743 -2.40219 3.34106  0.53
H 0.79123 -2.50319 2.30489  0.35
H -0.81683 -2.51607 1.59224  0.27
H -1.91493 -0.28399 3.47989  0.49
H -1.54993 2.60861 4.79021  0.41
H -2.91925 1.88477 3.95592  0.40
H -2.19366 3.38091 3.35239  0.34
H 0.06298 3.30323 2.25478  0.38
Cl -0.00487 0.33962 -5.56677  -0.16
C -0.71090 1.42858 -4.45513  0.67
C -1.29776 2.60724 -4.98050  -0.51
C -1.95376 3.47531 -4.17167  0.50
Cl -2.70061 4.87484 -4.85375  -0.22
C -2.03800 3.23987 -2.77212  0.34
C -2.76883 4.04592 -1.87485  -0.60
C -2.82386 3.71119 -0.55353  -1.05
C -2.08036 2.61694 -0.09747  0.15
N -1.35095 1.86075 -0.89716  -0.21
C -1.38005 2.11261 -2.25880  -0.11
C -0.75028 1.18011 -3.11667  -0.13
O -0.31542 0.01165 -2.50917  -0.71
H -1.23801 2.78453 -6.04518  0.50
H -3.29606 4.91201 -2.25237  0.46
H -3.40378 4.28889 0.15165  0.45
H -2.05331 2.36221 0.95041  0.33
F 0.93708 -1.75098 -3.69847  -0.27
B 1.05436 -0.85550 -2.70540  0.69
F 2.05055 0.07833 -2.82782  -0.29
C 1.08589 -1.54226 -1.19133  -0.76
C 1.43050 -2.58272 -0.64130  0.46
C 1.80808 -3.80077 -0.01525  0.34
C 3.10300 -3.95207 0.49440  -0.18
C 3.45734 -5.13687 1.11423  -0.70
C 2.52568 -6.16355 1.22261  -0.34
C 1.24090 -6.02139 0.70842  -0.75
C 0.87780 -4.84122 0.08741  -0.07
H 3.81444 -3.14292 0.39219  0.47
H 4.45613 -5.26600 1.50841  0.41
H 2.80656 -7.08966 1.70831  0.41
H 0.53056 -6.83305 0.78939  0.42
H -0.11428 -4.71244 -0.32618  0.51

Cartesian forces (eV/Å) of the 2 atoms listed first:
Re -0.374 0.125 0.493
C 0.071 0.048 0.107

Output
HOMO level (spin up / spin down) in eV: -11.24 / -10.41
HOMO-LUMO gap (spin up / spin down) in eV: 7.58 / 6.41
Energy relative to the best compared isomer or geometry (same formula, charge and spin) in kJ/mol: 87.9
Energy in eV: -64122.5378
Total charge: +1
Multiplicity: 4
Molecular weight in g/mol: 669.38

---

# 5
Molecular formula: C26H21BrCuN6O7S
Method: DFT, ωB97M-V with the def2-TZVPD basis set

Last column: Mulliken charge in e.
Atoms and positions in Å:
Cu -0.19476 -0.94223 -0.79508  -0.33
Br 2.79928 -7.25916 1.40850  -0.22
C 2.30182 -5.59072 0.63563  -0.12
C 3.31000 -4.71308 0.21474  -0.44
C 2.97146 -3.50209 -0.31698  -0.64
C 1.61637 -3.09075 -0.46742  0.26
O 1.39078 -1.94881 -0.99414  -0.26
C 0.60633 -3.99616 -0.00326  0.16
C -0.75964 -3.64136 0.05205  0.53
N -1.28103 -2.54132 -0.40103  -0.31
C -2.60754 -2.20708 -0.22854  0.76
C -3.64280 -3.09397 0.02132  -0.62
C -4.94326 -2.63398 0.24196  -0.87
C -5.23741 -1.29485 0.24131  -0.96
C -4.22673 -0.35881 -0.04818  1.08
C -4.44212 1.03314 -0.09254  -0.70
C -3.41515 1.86950 -0.44616  -0.88
C -2.17120 1.31231 -0.76609  0.09
N -1.93497 0.02364 -0.69778  0.74
C -2.91576 -0.82372 -0.33021  0.36
C 0.98422 -5.24666 0.53366  -0.80
H 4.34545 -5.00062 0.32641  0.42
H 3.72805 -2.80113 -0.63527  0.45
H -1.39174 -4.34327 0.59414  0.28
H -3.45489 -4.15522 0.05195  0.46
H -5.72403 -3.35274 0.43947  0.41
H -6.23219 -0.94014 0.46690  0.42
H -5.42355 1.42186 0.13159  0.45
H -3.55864 2.93726 -0.52318  0.44
H -1.35527 1.93228 -1.10254  0.29
H 0.20744 -5.91606 0.87665  0.47
C 1.66003 1.45943 4.15024  -1.18
N 1.11378 0.61283 3.11649  -0.03
C -0.11228 0.07512 3.13338  0.37
S -0.53552 -1.08817 2.00519  -0.33
N -0.98580 0.43920 4.08684  -0.16
C -2.33783 -0.05475 4.15394  -0.71
H 2.68391 1.70680 3.88957  0.37
H 1.65839 0.93138 5.10833  0.38
H 1.10169 2.39328 4.26227  0.34
H 1.63945 0.48533 2.26049  0.24
H -0.71569 1.14791 4.74817  0.22
H -2.59371 -0.47308 3.17999  0.14
H -3.01692 0.76119 4.39738  0.33
H -2.43805 -0.84754 4.89881  0.25
O 1.63584 1.31515 0.04517  -0.51
C 1.36882 1.31557 -1.14642  0.43
O 0.58810 0.52691 -1.76414  -1.18
C 1.94516 2.39258 -2.06258  0.13
C 2.73298 3.40039 -1.52807  -0.38
C 3.22349 4.40422 -2.35283  -0.21
C 2.94314 4.42393 -3.71094  -0.19
C 2.15653 3.40742 -4.23213  -0.38
C 1.65690 2.39385 -3.42322  -0.35
N 1.83647 3.42526 -5.64891  1.08
O 1.10067 2.55951 -6.06376  -0.63
O 2.31795 4.30992 -6.31989  -0.63
N 4.02906 5.46536 -1.78252  1.07
O 4.22711 5.43791 -0.58860  -0.63
O 4.44501 6.31463 -2.53705  -0.63
H 2.95539 3.40137 -0.47217  0.64
H 3.32400 5.20975 -4.34665  0.61
H 1.04343 1.61130 -3.84423  0.62

Cartesian forces (eV/Å) of the 2 atoms listed first:
Cu 0.252 0.112 -0.352
Br -0.058 0.094 -0.085

Output
HOMO level (spin up / spin down) in eV: -7.76 / -7.73
HOMO-LUMO gap (spin up / spin down) in eV: 6.73 / 6.63
Energy relative to the best compared isomer or geometry (same formula, charge and spin) in kJ/mol: 44.5
Energy in eV: -176090.3074
Multiplicity: 2
Molecular weight in g/mol: 705.01

---

# 6
Molecular formula: C26H21BrN6O3PbS5
Method: DFT, ωB97M-V with the def2-TZVPD basis set

Last column: Mulliken charge in e.
Atoms and positions in Å:
Pb 1.78530 0.38207 0.90613  0.96
O 0.06134 -0.80871 -3.45081  -0.67
C 0.44789 0.26208 -4.20333  0.98
C 0.35950 0.11377 -5.58310  -0.58
C 0.72905 1.15038 -6.42272  -0.46
C 1.19728 2.34766 -5.89756  -0.84
C 1.28006 2.49760 -4.52401  -0.50
C 0.89861 1.47126 -3.66650  0.15
C 0.93720 1.69104 -2.17503  0.89
O 2.04693 2.50266 -1.76532  -0.37
N -0.27099 2.36436 -1.75524  -0.25
N -0.57315 2.12693 -0.44566  -0.03
C -1.78340 2.14019 -0.07204  -0.57
C -2.17134 1.84666 1.30857  0.67
Br -0.83210 2.08622 2.62857  -0.03
C -3.40738 1.44099 1.59869  -0.74
C -3.96664 0.99814 2.88593  0.22
C -5.24910 1.41240 3.24486  -0.45
C -5.81699 0.99991 4.43933  -0.56
C -5.11866 0.14569 5.28103  -0.39
C -3.85375 -0.29605 4.91922  -0.79
C -3.27936 0.12664 3.73064  0.02
H 0.57240 -0.89411 -2.62806  -0.01
H 0.02040 -0.83582 -5.97578  0.46
H 0.66934 1.01349 -7.49468  0.40
H 1.50356 3.15216 -6.55243  0.42
H 1.65193 3.41699 -4.08856  0.43
H 1.03145 0.73573 -1.65326  -0.83
H -1.04090 2.23148 -2.40683  0.41
H -2.60508 2.30851 -0.77573  0.34
H -4.10083 1.44084 0.76035  0.39
H -5.79893 2.07299 2.58455  0.41
H -6.80710 1.34109 4.71189  0.37
H -5.56233 -0.18169 6.21235  0.38
H -3.31109 -0.97485 5.56447  0.41
H -2.29883 -0.23396 3.44734  0.34
N 5.62821 -0.57965 3.61380  -0.39
C 4.40979 -0.48223 3.04772  0.57
S 3.99107 1.05692 2.37543  -0.51
N 3.68415 -1.57752 3.10256  -1.32
N 2.47900 -1.50903 2.50749  0.89
C 1.69893 -2.50166 2.71904  -1.10
C 0.36463 -2.56107 2.11662  0.92
C -0.46513 -3.65899 2.32280  -0.75
C -1.71796 -3.67461 1.73489  -0.45
C -2.11074 -2.60135 0.94915  -0.95
C -1.22149 -1.55193 0.78992  -0.29
N -0.02423 -1.52603 1.36466  0.47
H 6.21586 0.23026 3.66956  0.19
H 5.88542 -1.43541 4.07419  0.24
H 2.02726 -3.31894 3.35577  0.34
H -0.12114 -4.48379 2.93286  0.45
H -2.37977 -4.51779 1.88292  0.44
H -3.07835 -2.57493 0.46838  0.48
H -1.47822 -0.69214 0.17902  0.45
O 4.62185 -1.14089 -5.88798  -0.59
C 4.22475 -0.83919 -4.79823  0.64
S 4.42970 0.74551 -4.05672  -0.14
C 3.57704 0.38201 -2.56234  0.13
C 3.07992 -0.88197 -2.39764  0.48
S 2.14078 -1.55799 -1.09307  -0.53
S 3.36201 -1.97469 -3.72566  -0.11
S 3.43235 1.63239 -1.37243  -0.13

Cartesian forces (eV/Å) of the 2 atoms listed first:
Pb 0.085 -0.016 0.241
O -0.248 0.148 -0.096

Output
HOMO level in eV: -7.92
HOMO-LUMO gap in eV: 7.31
Energy relative to the best compared isomer or geometry (same formula, charge and spin) in kJ/mol: 18.2
Energy in eV: -171851.9346
Molecular weight in g/mol: 912.93